Entry 1:
Below is C3H5CoO3 as an isolated structure in a non-equilibrium geometry, with properties calculated with the ωB97M-V functional and the def2-TZVPD basis.

Computed properties:
* charge: +2
* ΔE to the lowest compared entry with this formula, charge and spin: 1.74 kcal per mole
* highest occupied orbital energy (spin up / spin down): -21.39 / -21.51 eV
* ⟨S²⟩: 6.0084
* 2S+1: 5
* total energy: -46937.709 eV

Last column: Löwdin spin population.
Positions of all 12 atoms, in Å:
H -0.07 -2.26 -0.75  0.003
O -0.14 -1.36 -0.33  0.071
C -0.60 0.81 1.83  0.594
C 0.89 -0.39 -0.55  0.010
O -1.51 0.07 2.24  0.217
O -0.85 0.94 0.39  0.250
C 0.26 1.00 -0.49  0.018
Co -1.87 -0.80 0.45  2.820
H 1.39 -0.56 -1.51  0.001
H 1.59 -0.51 0.29  0.003
H -0.09 1.34 -1.47  0.005
H 0.99 1.73 -0.11  0.007

***

Entry 2:
Below is a 3-piece molecular cluster, C12H27BN3O8 overall in a non-equilibrium geometry, with properties calculated with the ωB97M-V functional and the def2-TZVPD basis.

Computed properties:
* charge: -1
* highest occupied orbital energy: -2.90 eV
* total energy: -34408.984 eV

Last column: Mulliken charge in e.
Positions of all 51 atoms, in Å:
C -0.13 5.12 1.87  -0.748
N -0.33 5.38 0.43  -0.047
C 0.92 5.27 -0.36  -0.873
B -1.48 4.61 -0.17  0.434
O -2.76 5.34 -0.29  -0.602
N -1.47 3.25 -0.70  -0.684
C -0.59 2.35 0.06  0.332
C -0.90 0.78 -0.23  -0.063
O -1.64 0.55 -1.21  -0.545
N -0.29 -0.25 0.61  0.149
C 1.18 0.14 0.72  -0.998
C -0.26 -1.59 -0.04  -0.838
H 0.46 5.95 2.40  0.235
H -1.16 5.00 2.33  0.269
H 0.44 4.15 2.10  0.144
H 1.56 4.35 -0.13  0.203
H 0.66 5.39 -1.45  0.294
H 1.57 6.18 -0.06  0.286
H -3.08 5.60 0.60  0.232
H -0.61 2.49 1.19  0.120
H 0.48 2.50 -0.36  -0.058
H 1.33 0.94 1.52  0.222
H 1.85 -0.74 0.94  0.356
H 1.54 0.61 -0.27  0.383
H 0.70 -1.65 -0.67  0.344
H -1.19 -1.84 -0.64  0.296
H -0.16 -2.41 0.75  0.150
C -0.27 -3.10 -6.97  -0.629
O -0.03 -2.12 -5.96  -0.313
C -1.14 -1.52 -5.51  0.777
O -2.27 -1.74 -5.88  -0.550
O -0.78 -0.63 -4.57  -0.276
C -1.86 0.10 -3.99  -0.489
H 0.69 -3.52 -7.26  0.215
H -0.90 -3.91 -6.58  0.281
H -0.73 -2.64 -7.85  0.285
H -2.55 -0.58 -3.49  0.272
H -2.38 0.68 -4.75  0.323
H -1.45 0.78 -3.25  0.121
C 2.40 -6.21 4.96  -0.616
O 1.57 -5.20 5.53  -0.324
C 1.42 -4.11 4.76  0.783
O 1.91 -3.94 3.67  -0.537
O 0.63 -3.25 5.41  -0.316
C 0.38 -2.03 4.70  -0.607
H 2.45 -7.03 5.67  0.214
H 1.97 -6.58 4.03  0.292
H 3.41 -5.83 4.80  0.285
H -0.14 -2.23 3.76  0.262
H 1.31 -1.49 4.52  0.285
H -0.27 -1.41 5.32  0.270

***

Entry 3:
Below is a 5-piece molecular cluster, C36H85BO8P overall in a non-equilibrium geometry, with properties calculated with the ωB97M-V functional and the def2-TZVPD basis.

Computed properties:
* charge: -1
* highest occupied orbital energy: -4.21 eV
* total energy: -65053.904 eV

Last column: Mulliken charge in e.
Positions of all 131 atoms, in Å:
C 0.41 6.75 -0.01  -1.172
C 0.69 5.52 -0.91  -0.364
C 0.06 5.58 -2.31  -0.401
C 1.05 5.87 -3.46  -1.175
C 0.86 4.93 -4.65  -0.727
C 1.26 3.47 -4.31  0.236
C 2.25 2.84 -5.30  -1.206
C 3.69 2.81 -4.75  -0.913
C 4.04 1.52 -4.02  -1.099
C 3.06 1.10 -2.94  0.883
C 3.36 -0.31 -2.40  -1.198
C 3.30 -0.45 -0.87  -1.055
C 1.92 -0.77 -0.31  0.901
C 0.94 0.40 -0.17  -0.514
C -0.02 0.62 -1.36  0.573
C -1.48 0.75 -0.95  -1.318
P -2.24 -0.74 -0.06  0.772
O -2.98 -2.12 0.83  -0.360
C -3.37 -1.83 2.13  0.291
C -2.38 -2.32 3.20  -1.231
C -1.04 -1.58 3.25  2.325
C -0.65 -1.17 4.67  -1.781
C 0.08 -2.44 2.63  -1.354
C -3.60 -0.32 2.25  -0.529
B -5.03 0.27 1.93  1.095
O -5.78 -0.21 0.87  -0.678
O -5.51 1.35 2.67  -0.581
C -4.85 2.58 2.34  -0.081
C -3.70 2.89 3.30  -1.008
O -2.82 0.33 1.24  0.012
H -0.25 7.44 -0.52  0.343
H 1.33 7.26 0.27  0.266
H -0.10 6.43 0.89  0.321
H 1.77 5.38 -1.01  0.367
H 0.32 4.63 -0.40  0.118
H -0.46 4.64 -2.49  0.091
H -0.71 6.36 -2.33  0.573
H 2.06 5.73 -3.08  0.414
H 0.93 6.89 -3.80  0.512
H -0.20 4.93 -4.91  -0.071
H 1.44 5.28 -5.50  0.512
H 1.76 3.49 -3.34  0.140
H 0.38 2.84 -4.19  0.338
H 1.94 1.80 -5.45  0.457
H 2.18 3.33 -6.27  0.627
H 4.40 2.92 -5.58  0.320
H 3.82 3.67 -4.09  0.350
H 4.18 0.71 -4.74  0.388
H 5.02 1.68 -3.56  0.371
H 2.06 1.10 -3.36  -0.360
H 3.10 1.82 -2.12  0.193
H 2.61 -1.00 -2.79  0.284
H 4.32 -0.66 -2.78  0.531
H 3.94 -1.29 -0.62  0.285
H 3.71 0.45 -0.41  0.399
H 2.08 -1.14 0.70  -1.152
H 1.46 -1.59 -0.87  0.480
H 0.39 0.28 0.76  0.170
H 1.54 1.30 -0.04  0.686
H 0.29 1.54 -1.86  -0.701
H 0.10 -0.17 -2.11  0.418
H -2.08 0.93 -1.84  0.408
H -1.57 1.64 -0.32  0.130
H -3.51 -0.52 -0.75  -0.233
H -1.86 -1.68 -1.10  -0.023
H -1.04 -1.02 0.66  -0.922
H -4.33 -2.33 2.35  0.394
H -2.89 -2.22 4.16  0.480
H -2.19 -3.38 3.01  0.171
H -1.07 -0.67 2.66  -0.229
H -0.33 -2.01 5.27  0.172
H -1.54 -0.76 5.15  0.598
H 0.12 -0.40 4.66  0.318
H -0.27 -2.89 1.71  0.383
H 0.39 -3.21 3.35  0.599
H 0.93 -1.82 2.37  -0.323
H -3.26 0.06 3.22  -0.342
H -5.88 0.47 0.20  0.258
H -5.58 3.38 2.35  0.421
H -4.44 2.51 1.33  0.077
H -2.76 2.53 2.89  0.111
H -3.89 2.39 4.25  0.279
H -3.62 3.96 3.47  0.387
C -2.92 2.04 -6.76  -1.551
C -1.84 3.10 -6.57  0.828
C -2.18 4.39 -7.29  -1.410
O -0.57 2.61 -6.99  -0.470
H -3.01 1.79 -7.83  0.373
H -2.65 1.12 -6.23  0.376
H -3.89 2.38 -6.40  0.374
H -1.73 3.30 -5.50  0.139
H -2.26 4.21 -8.37  0.401
H -1.40 5.13 -7.13  0.329
H -3.13 4.80 -6.95  0.357
H -0.63 2.41 -7.93  0.299
C -4.67 -6.48 0.38  -1.307
C -3.23 -6.09 0.05  0.324
C -2.54 -5.47 1.25  -0.580
O -3.18 -5.20 -1.05  -0.595
H -5.24 -5.59 0.67  0.252
H -5.15 -6.92 -0.49  0.358
H -4.71 -7.20 1.20  0.344
H -2.68 -6.98 -0.28  0.349
H -3.07 -4.56 1.54  -0.228
H -1.52 -5.17 1.00  0.218
H -2.51 -6.15 2.11  0.450
H -3.59 -4.36 -0.78  0.374
C 2.75 -3.60 7.50  -1.540
C 2.42 -3.66 6.02  0.673
C 3.39 -4.55 5.26  -0.766
O 2.41 -2.34 5.46  -0.669
H 3.75 -3.19 7.66  0.339
H 2.04 -2.96 8.02  0.376
H 2.71 -4.60 7.95  0.392
H 1.41 -4.03 5.88  0.377
H 4.41 -4.17 5.35  0.287
H 3.13 -4.58 4.20  -0.859
H 3.37 -5.57 5.65  0.495
H 3.29 -1.96 5.56  0.350
C 3.32 -4.17 2.52  -1.002
C 3.91 -2.79 2.77  0.637
C 4.95 -2.82 3.88  -1.284
O 2.88 -1.86 3.06  -0.492
H 2.81 -4.54 3.42  0.396
H 2.58 -4.13 1.72  0.383
H 4.09 -4.90 2.25  0.598
H 4.37 -2.43 1.85  0.168
H 4.49 -3.14 4.82  -0.110
H 5.36 -1.82 4.04  0.363
H 5.77 -3.50 3.65  0.417
H 2.43 -2.13 3.87  0.340

***

Entry 4:
Below is one molecule with the formula C7H10F2O in a non-equilibrium geometry, with properties calculated with the ωB97M-V functional and the def2-TZVPD basis.

Computed properties:
* ΔE to the lowest compared entry with this formula, charge and spin: 21.93 kcal per mole
* SMILES string: COC(C=C(C)C)=C(F)F
* highest occupied orbital energy: -8.27 eV
* total energy: -14899.775 eV

Last column: Mulliken charge in e.
Positions of all 20 atoms, in Å:
C -3.37 -0.70 0.00  -0.613
O -2.04 -1.14 0.35  -0.388
C -1.12 -0.18 0.63  0.785
C 0.19 -0.61 0.98  -0.566
C 1.04 0.08 0.29  0.821
C 2.47 0.05 0.67  -1.425
C 0.88 0.72 -1.10  -1.347
C -1.19 1.09 0.23  0.130
F -0.59 2.13 0.80  -0.283
F -2.27 1.60 -0.36  -0.280
H -3.52 -0.12 -0.96  0.232
H -3.84 0.02 0.87  0.253
H -3.91 -1.67 -0.13  0.272
H 0.43 -1.36 1.83  0.219
H 2.55 -0.44 1.69  0.307
H 2.85 1.05 0.82  0.341
H 3.07 -0.48 -0.08  0.329
H 1.60 0.19 -1.74  0.410
H 1.28 1.76 -1.07  0.299
H -0.13 0.65 -1.35  0.505

***

Entry 5:
Below is C37H34N4O3S2Zn as an isolated structure, with properties calculated with the ωB97M-V functional and the def2-TZVPD basis.

Computed properties:
* charge: -2
* ΔE to the lowest compared entry with this formula, charge and spin: 19.24 kcal per mole
* highest occupied orbital energy: -1.70 eV
* total energy: -121114.838 eV

Last column: Mulliken charge in e.
Positions of all 81 atoms, in Å:
Zn -1.12 1.68 0.18  -0.504
C 3.31 2.06 -0.55  -1.613
C 1.83 2.33 -0.64  1.210
N 1.00 1.71 0.12  1.061
N 1.53 0.81 1.03  -0.779
C 0.82 0.61 2.08  0.172
S -0.55 1.44 2.66  -0.529
S 1.50 -0.69 3.14  -0.033
C 2.13 0.43 4.46  -1.520
C 3.44 1.02 4.05  0.801
C 4.60 0.25 4.07  -0.372
C 5.81 0.76 3.65  -0.517
C 5.89 2.07 3.18  -0.435
C 4.74 2.84 3.14  -0.575
C 3.52 2.32 3.57  -0.164
C 1.35 3.31 -1.61  -0.061
C 2.17 3.70 -2.67  -0.666
C 1.76 4.61 -3.63  -0.762
C 0.48 5.16 -3.54  -0.353
C -0.34 4.84 -2.49  -0.531
C 0.05 3.92 -1.46  0.588
O -0.73 3.69 -0.48  -0.838
H 3.51 1.40 0.29  0.396
H 3.66 1.57 -1.46  0.298
H 3.87 2.99 -0.42  0.388
H 1.35 1.17 4.61  0.470
H 2.23 -0.19 5.35  0.491
H 4.53 -0.78 4.40  0.329
H 6.70 0.14 3.67  0.359
H 6.83 2.48 2.85  0.356
H 4.78 3.86 2.76  0.385
H 2.62 2.93 3.51  0.290
H 3.15 3.26 -2.77  0.262
H 2.42 4.88 -4.45  0.355
H 0.13 5.85 -4.30  0.337
H -1.34 5.26 -2.40  0.396
C -6.24 0.35 -0.31  -1.621
C -5.73 1.79 -0.13  2.349
C -6.18 2.32 1.24  -1.672
C -6.29 2.69 -1.24  -1.652
C -4.26 1.80 -0.17  -0.456
C -3.05 1.80 -0.12  -0.142
H -7.33 0.32 -0.22  0.389
H -5.78 -0.29 0.45  0.340
H -5.95 -0.04 -1.29  0.381
H -7.28 2.35 1.30  0.384
H -5.79 3.32 1.40  0.394
H -5.79 1.67 2.02  0.387
H -7.38 2.71 -1.21  0.352
H -5.97 2.32 -2.22  0.387
H -5.91 3.70 -1.13  0.374
O -2.95 -1.19 0.98  -0.693
C -1.95 -1.47 0.35  -0.323
N -1.60 -2.80 0.10  -0.004
C -0.37 -2.92 -0.63  2.917
C -0.05 -1.38 -0.81  -0.543
O 0.91 -1.02 -1.47  -0.731
N -1.00 -0.64 -0.22  0.079
C -0.63 -3.60 -1.98  -0.417
C -0.59 -2.93 -3.19  -0.093
C -0.95 -3.58 -4.37  -0.924
C -1.34 -4.91 -4.35  -0.332
C -1.36 -5.60 -3.14  -0.805
C -1.00 -4.95 -1.97  -0.316
C 0.75 -3.61 0.12  -0.423
C 2.00 -3.74 -0.49  -0.162
C 3.05 -4.35 0.19  -0.834
C 2.86 -4.85 1.47  -0.404
C 1.62 -4.71 2.08  -0.773
C 0.58 -4.08 1.41  -0.201
H -2.17 -3.57 0.39  0.273
H -0.28 -1.89 -3.22  0.480
H -0.92 -3.03 -5.30  0.396
H -1.63 -5.40 -5.27  0.362
H -1.66 -6.64 -3.12  0.357
H -1.00 -5.49 -1.03  0.351
H 2.15 -3.34 -1.48  0.405
H 4.02 -4.44 -0.29  0.382
H 3.68 -5.33 2.00  0.368
H 1.47 -5.08 3.09  0.387
H -0.37 -3.94 1.91  0.337

***

Entry 6:
Below is one molecule with the formula C3H3Cl3Si in a non-equilibrium geometry, with properties calculated with the ωB97M-V functional and the def2-TZVPD basis.

Computed properties:
* ΔE to the lowest compared entry with this formula, charge and spin: 40.42 kcal per mole
* SMILES string: C=C=C[Si](Cl)(Cl)Cl
* highest occupied orbital energy: -9.12 eV
* total energy: -48605.179 eV

Last column: Mulliken charge in e.
Positions of all 10 atoms, in Å:
C -0.62 1.78 0.93  -0.700
C 0.15 0.74 0.79  0.137
C 0.99 0.01 0.04  -0.487
Si 0.15 -1.36 -0.88  0.761
Cl -0.06 -0.59 -2.74  -0.232
Cl 1.27 -2.95 -0.89  -0.198
Cl -1.68 -2.01 -0.14  -0.240
H -1.02 2.10 0.10  0.334
H -0.87 2.12 1.97  0.212
H 1.67 0.14 0.82  0.413

***

Entry 7:
Below is a 2-piece molecular cluster, C9H14 overall in a non-equilibrium geometry, with properties calculated with the ωB97M-V functional and the def2-TZVPD basis.

Computed properties:
* ΔE to the lowest compared entry with this formula, charge and spin: 61.23 kcal per mole
* SMILES string: Cc1ccccc1.CC
* highest occupied orbital energy: -9.02 eV
* total energy: -9557.526 eV

Last column: Mulliken charge in e.
Positions of all 23 atoms, in Å:
C 2.31 0.16 -1.68  -1.388
C 1.72 0.20 -0.31  0.733
C 0.95 -0.77 0.19  -0.200
C 0.44 -0.70 1.53  -0.478
C 0.77 0.37 2.36  -0.617
C 1.67 1.36 1.84  -0.429
C 2.08 1.30 0.55  -0.216
H 1.97 -0.68 -2.44  0.292
H 3.32 -0.25 -1.69  0.343
H 2.05 1.25 -2.06  0.302
H 1.18 -1.78 -0.28  0.179
H -0.23 -1.49 1.70  0.461
H 0.43 0.39 3.35  0.443
H 1.99 2.16 2.56  0.308
H 2.66 2.18 0.17  0.267
C -3.67 -0.16 -0.59  -0.786
C -2.20 -0.77 -0.83  -0.684
H -3.96 -0.71 0.39  0.234
H -3.44 0.84 -0.20  0.230
H -4.20 -0.11 -1.64  0.297
H -1.85 -1.31 -0.04  0.157
H -1.58 -0.03 -1.18  0.282
H -2.42 -1.44 -1.71  0.272

***

Entry 8:
Below is a 2-piece molecular cluster, C5H11NO2 overall in a non-equilibrium geometry, with properties calculated with the ωB97M-V functional and the def2-TZVPD basis.

Computed properties:
* ΔE to the lowest compared entry with this formula, charge and spin: 46.01 kcal per mole
* SMILES string: O=C[C@@H]1CCCN1.O
* highest occupied orbital energy: -9.15 eV
* total energy: -10947.272 eV

Last column: Mulliken charge in e.
Positions of all 19 atoms, in Å:
O -1.61 -1.33 -1.98  -0.483
C -0.60 -0.83 -1.54  -0.438
C -0.16 -1.11 -0.12  0.450
C -0.34 0.11 0.80  -0.408
C 1.06 0.64 1.22  -0.540
C 2.06 -0.22 0.37  -0.579
N 1.31 -1.33 -0.20  -0.510
H 0.00 -0.27 -2.25  0.421
H -0.63 -2.05 0.16  0.403
H -0.85 0.95 0.31  -0.198
H -0.94 -0.23 1.64  0.351
H 1.28 1.67 1.00  0.405
H 1.09 0.37 2.27  0.222
H 2.84 -0.70 0.98  0.283
H 2.58 0.31 -0.44  0.266
H 1.44 -2.22 0.27  0.309
O -3.16 1.86 -0.76  -0.617
H -3.14 2.81 -0.86  0.316
H -2.22 1.57 -0.86  0.348

***

Entry 9:
Below is a 2-piece molecular cluster, C2H6OS2 overall in a non-equilibrium geometry, with properties calculated with the ωB97M-V functional and the def2-TZVPD basis.

Computed properties:
* charge: +1
* ΔE to the lowest compared entry with this formula, charge and spin: 1.31 kcal per mole
* highest occupied orbital energy (spin up / spin down): -13.09 / -13.05 eV
* ⟨S²⟩: 0.7545
* 2S+1: 2
* total energy: -25879.909 eV

Last column: Löwdin spin population.
Positions of all 11 atoms, in Å:
S 3.41 0.84 0.62  0.463
S 2.61 -0.78 1.50  0.503
H 3.81 0.19 -0.48  0.013
H 2.19 0.02 2.49  0.010
O -0.90 -0.05 1.06  0.009
C -1.80 0.04 0.26  0.001
C -1.65 -0.01 -1.23  0.000
H -2.81 -0.13 0.67  0.001
H -1.49 -1.04 -1.53  0.000
H -2.55 0.33 -1.74  0.000
H -0.82 0.59 -1.60  0.000

***

Entry 10:
Below is a 2-piece molecular cluster, C5H10F5O2PSi overall in a non-equilibrium geometry, with properties calculated with the ωB97M-V functional and the def2-TZVPD basis.

Computed properties:
* highest occupied orbital energy (spin up / spin down): -9.30 / -8.43 eV
* total energy: -40195.519 eV

Last column: Mulliken charge in e.
Positions of all 24 atoms, in Å:
C 0.74 -1.65 1.62  -0.985
C 2.72 -1.96 -0.75  -1.123
C -0.31 -1.42 -1.49  -1.217
C -2.71 2.76 0.63  0.847
C -1.85 1.49 0.85  0.067
O 1.73 2.93 0.14  -0.520
O 1.34 0.50 -0.47  -0.165
F -4.01 2.45 0.51  -0.252
F -2.38 3.34 -0.55  -0.263
F -2.60 3.71 1.57  -0.256
F -2.51 0.53 0.18  -0.277
F -1.91 1.18 2.15  -0.275
Si 1.09 -1.17 -0.15  0.589
P 0.92 1.96 -0.47  0.597
H -0.11 -1.40 2.15  0.437
H 0.69 -2.83 1.68  0.267
H 1.59 -1.24 2.20  0.295
H 3.59 -1.64 -0.26  0.349
H 2.71 -3.03 -0.72  0.360
H 2.72 -1.66 -1.77  0.279
H 0.00 -1.61 -2.55  0.339
H -0.76 -2.41 -1.32  0.361
H -1.12 -0.79 -1.49  0.424
H 0.44 1.97 -1.69  0.120

***

- Look up the total energy of the tenth one.
  -40195.519 eV

***

- Which value of total energy does entry 3 give?
  -65053.904 eV